1.
{"formula": "C36H77CdCrF2N7O12S", "method": "the ωB97M-V functional and the def2-TZVPD basis", "s2": 3.77, "orbital_gap_ev": 8.704, "multiplicity": 4, "fmax_ev_per_a": 3.85, "total_charge": 1, "elements": ["Cr", "Cd", "F", "F", "S", "O", "O", "O", "O", "C", "C", "C", "O", "C", "N", "H", "H", "H", "H", "H", "H", "H", "H", "H", "H", "H", "C", "C", "C", "O", "C", "N", "H", "H", "H", "H", "H", "H", "H", "H", "H", "H", "H", "C", "C", "C", "O", "C", "N", "H", "H", "H", "H", "H", "H", "H", "H", "H", "H", "H", "C", "C", "C", "O", "C", "N", "H", "H", "H", "H", "H", "H", "H", "H", "H", "H", "H", "C", "C", "C", "O", "C", "N", "H", "H", "H", "H", "H", "H", "H", "H", "H", "H", "H", "C", "C", "C", "O", "C", "N", "H", "H", "H", "H", "H", "H", "H", "H", "H", "H", "H", "C", "C", "C", "C", "C", "C", "H", "H", "H", "H", "H", "H", "C", "C", "C", "C", "C", "C", "N", "O", "O", "H", "H", "H", "H", "H"], "xyz": [[-2.11052, -0.13104, 2.09724], [-1.99698, 2.98547, -0.14050], [-2.79692, 1.66304, 1.35459], [-1.79866, 0.70445, 3.79307], [-0.23760, 0.29054, 0.12965], [-0.60860, 1.54909, -0.51729], [-0.22044, 0.46633, 1.62334], [-1.50322, -0.52539, 0.16266], [0.87260, -0.41828, -0.44117], [3.86328, 0.85226, -4.02366], [2.91115, 0.32648, -2.95835], [3.49221, -0.93736, -2.34065], [3.87116, -1.78032, -3.40586], [4.28155, -3.04692, -2.93374], [2.67631, 1.32683, -1.91431], [3.93423, 0.22278, -4.90699], [4.87263, 0.90943, -3.60548], [3.58072, 1.85185, -4.36412], [1.94792, 0.15101, -3.46282], [2.85403, -1.47403, -1.62761], [4.36601, -0.63456, -1.73905], [4.89238, -2.97751, -2.02924], [4.85460, -3.52584, -3.72500], [3.38641, -3.64435, -2.72423], [2.23082, 2.15537, -2.28723], [2.04076, 0.88401, -1.25608], [3.05238, 2.25802, 3.43141], [3.40136, 2.48805, 1.97999], [4.18588, 1.32914, 1.37821], [5.42567, 1.15011, 2.05419], [6.36425, 0.57464, 1.18652], [2.13616, 2.58489, 1.21870], [3.80987, 1.99419, 4.16709], [2.41723, 1.36171, 3.45446], [2.44709, 3.08057, 3.81777], [3.98106, 3.39412, 1.78752], [4.34920, 1.54172, 0.31713], [3.64622, 0.38539, 1.54080], [6.07541, -0.39787, 0.76390], [7.33623, 0.43480, 1.65705], [6.54699, 1.21276, 0.31014], [1.49858, 1.84521, 1.51563], [2.43385, 2.35876, 0.27024], [-5.78559, 4.88551, -0.70934], [-4.65128, 3.87661, -0.60040], [-4.56834, 2.96566, -1.83788], [-3.38670, 2.18029, -1.67752], [-3.11389, 1.31995, -2.78266], [-3.38463, 4.59397, -0.29418], [-5.77933, 5.56964, 0.14705], [-6.80084, 4.49193, -0.64937], [-5.67831, 5.52550, -1.58880], [-4.87549, 3.24668, 0.26450], [-4.50219, 3.59072, -2.73730], [-5.46013, 2.34023, -1.91163], [-2.08759, 0.98181, -2.66837], [-3.19923, 1.86144, -3.73126], [-3.82591, 0.49536, -2.85079], [-3.58159, 4.97744, 0.63281], [-3.36295, 5.47227, -0.81297], [0.68645, -1.07514, 4.18548], [0.07842, -2.06295, 3.24602], [0.23307, -3.50474, 3.75881], [-0.71855, -4.35566, 3.15386], [-0.63503, -5.68786, 3.63226], [-1.43121, -1.84362, 3.09903], [0.12402, -0.82163, 5.08499], [0.84242, -0.08635, 3.75093], [1.71337, -1.32876, 4.47339], [0.43312, -2.02278, 2.21651], [0.17339, -3.49724, 4.85408], [1.21345, -3.87067, 3.42574], [-0.83741, -5.72888, 4.70808], [0.39663, -6.02786, 3.49646], [-1.35475, -6.30378, 3.10430], [-1.60530, -2.77990, 2.72599], [-1.85089, -1.93665, 4.02512], [-5.16268, -0.22108, 0.49271], [-4.96387, -1.07121, 1.73633], [-4.48540, -2.46472, 1.40039], [-3.12346, -2.27841, 1.05927], [-2.63007, -3.25377, 0.14499], [-4.10678, -0.33545, 2.73392], [-4.26469, -0.31683, -0.13553], [-5.23357, 0.85085, 0.67998], [-5.94210, -0.51258, -0.21211], [-5.94556, -1.12354, 2.22737], [-5.10682, -2.94673, 0.64607], [-4.51404, -3.07118, 2.31805], [-2.42574, -4.19725, 0.65851], [-1.73890, -2.91944, -0.37723], [-3.39174, -3.39439, -0.62866], [-4.38846, -0.69568, 3.64541], [-4.56345, 0.57462, 2.80220], [0.96112, 5.93322, 1.08946], [-0.19076, 5.19849, 0.41987], [0.24591, 4.80314, -1.00767], [-0.82618, 4.09498, -1.67291], [-0.64256, 4.07955, -3.08045], [-0.56870, 3.99814, 1.23579], [1.85191, 5.31028, 1.18713], [0.73621, 6.25928, 2.10730], [1.24616, 6.82402, 0.52414], [-1.02621, 5.89216, 0.30595], [1.15121, 4.18964, -1.02289], [0.45128, 5.72652, -1.55661], [0.25556, 3.51109, -3.33666], [-0.55686, 5.09104, -3.48672], [-1.51230, 3.61889, -3.54408], [0.32372, 3.56914, 1.52089], [-0.81967, 4.39013, 2.14581], [4.34464, -2.44695, 2.21807], [5.07862, -3.54588, 2.64508], [4.82323, -4.80927, 2.15182], [3.89908, -4.92404, 1.12222], [3.15613, -3.83243, 0.69309], [3.35943, -2.55423, 1.23030], [4.58248, -1.46278, 2.60889], [5.74275, -3.38059, 3.48563], [5.36322, -5.67988, 2.49853], [3.72408, -5.91247, 0.71393], [2.49969, -4.06341, -0.13945], [2.82275, -1.72488, 0.78557], [0.22132, -3.55245, -3.72500], [-0.44056, -2.56333, -3.00315], [-1.69390, -2.09838, -3.38458], [-2.21437, -2.64191, -4.54456], [-1.54221, -3.52458, -5.36602], [-0.34562, -4.05003, -4.88782], [-3.59453, -2.25726, -4.88490], [-4.27719, -1.73839, -4.01392], [-3.99322, -2.46602, -6.00771], [1.21426, -3.80936, -3.38224], [0.04988, -2.22565, -2.09647], [-2.21091, -1.38935, -2.75834], [-2.04175, -4.00683, -6.19288], [0.19977, -4.73261, -5.52690]], "atomic_forces_ev_per_a": [[1.56, 2.18, 1.52], [-0.10, -0.37, 1.31], [-0.38, -1.20, 0.77], [-0.64, -0.67, -1.06], [-3.11, -1.67, 1.54], [2.81, -0.89, -1.40], [1.74, 1.01, 0.74], [-0.78, -1.19, -1.67], [0.21, 0.44, 0.13], [0.50, 0.27, 0.11], [-0.55, 0.41, -0.63], [0.18, 0.26, 0.01], [0.24, -0.19, 0.28], [-0.27, 0.05, -0.29], [0.52, -0.20, 0.51], [-0.22, -0.19, 0.10], [-0.02, 0.15, -0.01], [-0.08, 0.01, 0.13], [0.12, -0.62, 0.05], [-0.45, 0.18, -0.24], [0.13, -0.01, -0.17], [0.02, 0.03, 0.01], [0.00, -0.04, 0.01], [0.14, -0.20, 0.19], [-0.06, -0.09, -0.16], [-0.04, 0.31, -0.08], [-0.75, -0.47, 0.46], [0.08, -0.58, -0.03], [0.43, -0.18, 0.93], [0.16, 0.18, -0.20], [0.72, -0.13, -0.88], [0.40, 0.21, -0.11], [0.59, 0.48, -0.45], [-0.19, 0.15, -0.08], [0.08, 0.02, 0.06], [-0.05, 0.11, 0.29], [-0.04, -0.27, -0.06], [-0.42, 0.14, -0.52], [-0.33, -0.04, 0.32], [-0.20, 0.11, 0.45], [-0.10, 0.14, 0.09], [0.25, -0.10, 0.02], [-0.58, 0.11, -0.20], [-0.36, 0.63, 0.32], [-1.36, 0.06, -0.14], [0.69, 0.65, 0.63], [-1.14, -0.21, -1.05], [-0.02, 0.09, -0.39], [-2.00, 1.41, 0.51], [0.33, -0.07, 0.02], [0.14, -0.42, -0.46], [-0.11, -0.18, -0.13], [0.32, -0.14, 0.00], [0.10, -0.14, -0.10], [0.01, -0.05, 0.07], [-0.06, -0.20, 0.09], [0.07, 0.19, 0.09], [0.10, -0.12, 0.31], [0.35, -0.26, 0.16], [0.34, -0.39, -0.62], [1.39, 1.42, 0.15], [-1.60, -0.32, 0.23], [0.86, 0.12, -0.45], [-0.56, 0.09, 0.09], [0.54, 0.34, 0.37], [1.12, -0.89, 0.03], [-0.27, -0.65, 0.00], [-0.41, -0.17, -0.46], [-0.19, -0.53, 0.10], [0.34, 0.27, 0.12], [-0.14, -0.27, 0.00], [0.22, 0.17, 0.47], [-0.14, 0.03, -0.02], [-0.14, -0.35, -0.17], [0.07, 0.01, -0.15], [-1.00, 0.46, -0.61], [0.17, 0.58, 0.13], [1.37, 0.22, -1.25], [-2.17, 0.76, 0.12], [0.95, 0.52, 1.56], [-0.36, -0.55, -0.91], [-0.45, -0.18, -0.33], [-1.13, -0.71, -0.58], [0.13, 0.14, 0.21], [-0.22, -0.07, 0.30], [-0.43, -0.30, 0.62], [-0.01, -0.43, -0.15], [0.15, 0.15, -0.26], [-0.21, -0.21, -0.14], [-0.04, -0.03, -0.02], [0.12, 0.37, 0.44], [0.06, -0.27, -0.01], [0.88, -0.42, 0.09], [0.72, 0.37, -0.35], [0.47, 0.49, 0.01], [1.20, -0.40, -0.11], [-0.52, -0.02, 0.23], [1.01, 1.35, -0.63], [0.04, -0.16, -0.17], [0.78, 1.70, 0.85], [-0.12, -0.21, -0.22], [-0.33, 0.00, -0.08], [-0.04, 0.01, 0.02], [-0.26, -0.24, 0.19], [-0.05, -0.08, 0.21], [-0.01, -0.01, -0.03], [-0.04, -0.02, -0.07], [0.08, 0.05, 0.15], [0.00, -0.15, 0.14], [0.03, -0.46, -0.78], [-0.67, -0.18, -0.14], [-0.36, 0.70, -0.60], [-0.38, 0.35, 0.95], [0.09, 0.19, -0.49], [-0.12, -0.38, 0.56], [0.26, -0.26, -0.33], [0.48, -1.20, -0.30], [-0.02, -0.06, 0.15], [0.28, -0.18, -0.21], [0.03, 0.04, 0.07], [-0.09, 0.11, -0.20], [-0.31, 0.57, 0.09], [0.00, 0.21, 0.34], [-0.16, 0.66, -0.09], [0.18, -0.25, 0.34], [0.88, -0.57, 0.25], [-0.58, 0.58, 0.05], [-0.26, -1.10, 0.93], [0.53, 0.55, -0.70], [-0.32, 0.27, -0.24], [0.19, 0.01, 0.13], [0.12, -0.17, -0.15], [-0.05, -0.42, -0.15], [-0.22, 0.36, -0.03], [-0.22, -0.03, -0.13], [0.02, 0.41, -0.27], [-0.05, -0.22, 0.21]], "lowdin_charge": [0.941, 1.378, -0.500, -0.447, 0.337, -0.418, -0.409, -0.414, -0.276, -0.057, -0.424, -0.213, -0.189, -0.096, 0.048, 0.077, 0.086, 0.073, 0.137, 0.098, 0.130, 0.090, 0.092, 0.066, 0.057, 0.012, -0.036, -0.396, -0.206, -0.176, -0.129, 0.054, 0.086, 0.063, 0.080, 0.142, 0.110, 0.117, 0.078, 0.090, 0.090, 0.041, 0.047, -0.053, -0.410, -0.158, -0.303, -0.066, -0.015, 0.086, 0.091, 0.090, 0.127, 0.137, 0.143, 0.084, 0.097, 0.083, 0.105, 0.109, -0.056, -0.328, -0.181, -0.220, -0.074, 0.016, 0.094, 0.048, 0.094, 0.133, 0.139, 0.132, 0.093, 0.093, 0.091, 0.075, 0.119, -0.044, -0.359, -0.164, -0.283, -0.050, 0.013, 0.078, 0.065, 0.095, 0.147, 0.139, 0.137, 0.097, 0.072, 0.099, 0.123, 0.109, -0.057, -0.403, -0.163, -0.323, -0.064, 0.002, 0.072, 0.087, 0.087, 0.123, 0.124, 0.131, 0.096, 0.099, 0.081, 0.055, 0.103, -0.091, -0.090, -0.088, -0.101, -0.103, -0.083, 0.092, 0.106, 0.105, 0.102, 0.094, 0.074, -0.049, -0.054, 0.002, -0.149, 0.006, -0.051, -0.348, 0.044, 0.095, 0.093, 0.092, 0.096, 0.124, 0.113]}



2.
{"formula": "C5H9NO", "method": "the ωB97M-V functional and the def2-TZVPD basis", "smiles": "CN1CCC(=O)C1", "orbital_gap_ev": 9.503, "e_above_lowest_kj_mol": 148.0, "fmax_ev_per_a": 2.19, "elements": ["C", "N", "C", "C", "C", "O", "C", "H", "H", "H", "H", "H", "H", "H", "H", "H"], "xyz": [[-1.71755, 0.30086, -0.34822], [-0.64145, 0.49455, 0.55859], [-0.00534, -0.79063, 0.99909], [1.09569, -1.09244, -0.08456], [1.39884, 0.28860, -0.63119], [2.20568, 0.61870, -1.44276], [0.42087, 1.28227, 0.01662], [-2.38158, -0.45692, 0.16212], [-2.25254, 1.25584, -0.39343], [-1.45829, -0.09271, -1.32672], [0.41429, -0.65930, 2.00057], [-0.74853, -1.64242, 1.09317], [0.61957, -1.73566, -0.82823], [2.04543, -1.55445, 0.20634], [0.93592, 1.88011, 0.76675], [0.06900, 1.90360, -0.74814]], "atomic_forces_ev_per_a": [[-1.72, -0.76, 1.12], [0.81, -1.24, 1.56], [-0.07, -0.54, -0.23], [-0.59, 0.01, 0.48], [-0.86, 0.43, 0.47], [0.89, -0.19, -0.63], [0.86, -1.01, 0.41], [0.29, 0.86, -0.82], [-0.13, -0.32, -0.49], [0.12, 0.05, -0.50], [0.12, 0.12, -0.15], [0.71, 1.19, -0.27], [0.31, 0.16, -0.29], [-0.36, -0.05, 0.26], [0.11, 0.05, 0.14], [-0.49, 1.22, -1.06]], "nbo_charge": [-0.414, -0.433, -0.222, -0.563, 0.596, -0.523, -0.342, 0.200, 0.207, 0.164, 0.200, 0.207, 0.238, 0.246, 0.217, 0.221]}